DFT (ωB97M-V/def2-TZVPD) results for a molecular structure, C48H36N5O4Zn.

```
! wB97M-V def2-TZVPD RIJCOSX def2/J DEFGRID3
* xyz -1 1
Zn -0.1025 0.4611 -0.1163
C 4.5849 0.9234 -5.7219
C 4.3245 2.2038 -5.2589
C 3.7195 2.4019 -4.0291
C 3.3355 1.3299 -3.2138
C 3.6192 0.0435 -3.7020
C 4.2361 -0.1562 -4.9250
C 2.5441 1.4333 -1.9680
C 2.7518 0.4473 -0.9807
C 4.0276 -0.1950 -0.7341
C 3.9136 -0.8522 0.4458
C 2.5504 -0.6752 0.8913
C 1.9924 -1.2525 2.0329
C 2.9008 -1.9951 2.9501
C 3.4195 -3.2402 2.6051
C 4.2657 -3.9151 3.4732
C 4.6181 -3.3462 4.6884
C 4.1156 -2.1003 5.0359
C 3.2563 -1.4335 4.1753
C 0.6277 -1.2284 2.3583
N -0.3416 -0.6466 1.6112
C -1.5345 -1.0150 2.1365
C -2.7843 -0.5371 1.7200
C -4.0034 -1.2553 2.1769
C -4.3907 -2.4150 1.5105
C -5.5481 -3.0856 1.8781
C -6.3283 -2.6078 2.9217
C -5.9407 -1.4630 3.6026
C -4.7861 -0.7894 3.2294
C -2.9370 0.6153 0.9408
C -4.1756 1.3242 0.7219
C -3.8484 2.4943 0.1230
C -2.4187 2.4678 -0.0780
N -1.9045 1.3253 0.4229
C -1.6708 3.4779 -0.7005
C -0.3393 3.3514 -1.1121
C 0.4371 4.3991 -1.7275
C 1.5888 3.8268 -2.1594
C 1.5466 2.4349 -1.7699
N 0.3960 2.2017 -1.0979
C -2.3221 4.7957 -0.9322
C -2.5561 5.2858 -2.2148
C -3.0657 6.5626 -2.4001
C -3.3397 7.3714 -1.3063
C -3.1307 6.8852 -0.0236
C -2.6379 5.6022 0.1604
C -1.3221 -1.8611 3.2854
C 0.0221 -1.9588 3.4504
N 1.8947 0.1324 0.0153
H 5.0401 0.7706 -6.6923
H 4.5882 3.0639 -5.8625
H 3.5477 3.4155 -3.7152
H 3.3040 -0.8169 -3.1284
H 4.4288 -1.1654 -5.2681
H 4.9119 -0.0953 -1.3429
H 4.6803 -1.4053 0.9642
H 3.1469 -3.6733 1.6498
H 4.6516 -4.8900 3.2008
H 5.2866 -3.8724 5.3586
H 4.3986 -1.6469 5.9781
H 2.8542 -0.4630 4.4392
H -3.7870 -2.7854 0.6899
H -5.8453 -3.9779 1.3415
H -7.2423 -3.1188 3.1991
H -6.5418 -1.0870 4.4217
H -4.4805 0.1082 3.7538
H -5.1485 0.9607 1.0109
H -4.5059 3.2887 -0.1937
H 0.1634 5.4390 -1.7974
H 2.4120 4.3644 -2.5931
H -2.3262 4.6585 -3.0670
H -3.2455 6.9313 -3.4025
H -3.7162 8.3763 -1.4524
H -3.3447 7.5081 0.8363
H -2.4617 5.2175 1.1575
H -2.1094 -2.2659 3.9023
H 0.5542 -2.4749 4.2338
O -2.3278 -2.0764 -2.0965
N -2.0165 -0.8817 -1.9705
O -2.8427 0.0213 -2.1052
O -0.7841 -0.5932 -1.7371
C 0.5919 -4.9990 -0.3589
C 1.3432 -4.5991 -1.6425
C 1.2743 -3.0518 -1.6256
O 0.7220 -2.6943 -0.3732
C -0.1957 -3.7228 -0.0569
H 1.2932 -5.1871 0.4573
H -0.0470 -5.8741 -0.4807
H 0.8331 -4.9873 -2.5247
H 2.3689 -4.9693 -1.6507
H 0.6324 -2.6770 -2.4289
H 2.2542 -2.5762 -1.7047
H -1.0795 -3.6593 -0.7010
H -0.4930 -3.6104 0.9867
*
```

electronic energy = -114419.525 eV